[1]
A structure of composition C47H39CsF6N10O5S3, computed with wB97M-V/def2-TZVPD.

XYZ file:
```
111
Properties=species:S:1:pos:R:3:forces:R:3:mulliken_charge:R:1
Cs -0.419 -0.154 0.569 3.7 -0.6 -4.4 3.2657
C 2.954 1.773 -3.571 0.2 -0.1 -0.1 -0.1467
C 2.472 2.031 -2.340 0.0 0.0 0.1 -0.1110
N 2.848 1.248 -1.223 0.1 0.0 0.0 0.5442
C 3.722 0.170 -1.541 -0.1 0.0 0.1 0.3533
C 4.132 0.015 -2.852 0.0 0.0 -0.1 -0.8912
N 3.807 0.762 -3.898 -0.1 0.1 0.1 -0.8466
C 4.098 -0.826 -0.523 -0.1 0.0 -0.1 0.1942
C 5.389 -1.362 -0.517 0.0 0.2 -0.1 -1.1573
C 5.693 -2.407 0.337 0.3 -0.2 0.0 1.3379
C 4.699 -2.848 1.200 -0.1 -0.2 0.1 -0.9808
C 3.465 -2.207 1.204 -0.1 0.0 0.1 0.5370
N 3.171 -1.237 0.345 0.1 0.1 0.0 0.0764
C 2.396 -2.538 2.205 0.2 0.1 -0.2 -0.0713
C 2.631 -3.253 3.365 0.0 -0.1 0.2 -0.7993
N 1.673 -3.486 4.268 0.0 0.0 -0.1 -0.7178
C 0.477 -2.971 4.011 0.1 0.0 0.0 -0.5848
C 0.236 -2.234 2.852 0.0 -0.1 0.0 0.4419
N 1.188 -2.036 1.956 0.2 -0.4 0.4 0.4014
C 7.052 -3.029 0.339 -0.3 0.1 0.0 0.8871
C 7.493 -3.828 1.384 0.1 -0.1 0.2 -0.5313
C 8.758 -4.394 1.333 0.0 0.0 0.0 -0.3518
N 9.612 -4.219 0.327 -0.1 0.0 0.0 -0.6707
C 9.190 -3.446 -0.671 -0.1 0.0 0.0 -0.3490
C 7.943 -2.842 -0.710 0.2 0.0 -0.2 -0.5530
H 2.630 2.412 -4.385 0.0 0.0 0.0 0.4372
H 1.762 2.815 -2.129 0.0 0.0 0.0 0.0317
H 4.770 -0.840 -3.061 0.0 0.0 0.1 0.4828
H 6.137 -0.928 -1.164 0.0 0.0 0.0 0.6803
H 4.867 -3.689 1.857 0.0 0.0 0.0 0.4156
H 3.617 -3.636 3.605 0.0 0.0 0.0 0.4279
H -0.316 -3.130 4.731 0.0 0.0 0.0 0.5635
H -0.745 -1.805 2.656 0.0 -0.2 0.2 -0.8555
H 6.875 -4.003 2.255 0.0 0.0 0.0 0.3885
H 9.102 -5.019 2.150 0.0 0.0 0.0 0.3622
H 9.885 -3.304 -1.491 0.0 0.0 0.0 0.3611
H 7.674 -2.247 -1.571 0.0 0.0 0.0 0.3085
N -2.949 -0.187 -1.224 -0.2 -0.2 -0.1 0.9140
C -3.362 -1.352 -1.817 0.1 0.1 0.0 0.6524
C -4.494 -1.419 -2.606 0.0 0.0 0.0 -0.6388
C -4.917 -2.628 -3.186 0.0 0.0 0.0 -0.6972
C -4.230 -3.794 -2.993 0.0 0.0 0.0 -0.9659
C -3.037 -3.764 -2.232 0.0 0.0 0.0 1.0057
C -2.243 -4.913 -2.011 0.0 0.0 0.0 -0.6726
C -1.066 -4.812 -1.329 0.0 0.0 0.0 -0.8543
C -0.661 -3.539 -0.871 0.0 0.0 0.0 -0.2581
N -1.379 -2.461 -1.029 -0.4 -0.3 -0.3 0.7563
C -2.571 -2.550 -1.677 0.0 0.0 0.0 -0.4908
H -3.638 0.552 -1.218 0.0 0.0 0.0 0.3582
H -2.543 -0.299 -0.297 -0.8 -0.1 -0.4 -2.1957
H -5.088 -0.522 -2.735 0.0 0.0 0.0 0.4920
H -5.826 -2.632 -3.777 0.0 0.0 0.0 0.3654
H -4.574 -4.732 -3.412 0.0 0.0 0.0 0.3471
H -2.584 -5.868 -2.396 0.0 0.0 0.0 0.3724
H -0.441 -5.678 -1.148 0.0 0.0 0.0 0.4255
H 0.296 -3.413 -0.366 -0.1 0.0 0.0 0.1307
F 0.425 4.075 4.290 0.1 0.0 0.1 -0.2875
C -0.398 3.897 3.228 0.3 -0.2 0.1 0.4382
F 0.340 4.213 2.146 0.1 0.0 -0.2 -0.2042
F -1.354 4.814 3.327 -0.3 0.2 0.0 -0.2504
S -1.097 2.133 3.169 0.0 0.8 0.6 0.8094
O -0.292 1.582 2.063 0.2 2.5 2.5 -0.9658
O -0.695 1.642 4.476 0.0 0.0 -0.3 -0.7887
N -2.582 2.269 3.018 -0.2 0.0 -0.6 -0.5804
S -3.318 -0.667 2.783 -0.3 -0.7 0.1 0.6842
O -2.406 -0.792 1.567 -2.9 -0.9 1.7 -1.1448
O -2.976 -1.739 3.754 0.0 0.1 0.0 -0.7351
C -4.851 -1.445 1.975 0.3 -0.2 0.0 0.5625
F -5.160 -0.854 0.812 -0.1 0.1 -0.2 -0.2107
F -5.935 -1.353 2.763 -0.2 0.0 0.2 -0.2716
F -4.662 -2.753 1.715 0.0 -0.1 -0.1 -0.2802
S -2.722 5.590 -0.594 0.0 0.1 -0.1 -0.4472
C -1.466 4.370 -0.635 -0.2 0.0 0.2 -0.5073
N -1.722 3.339 0.104 -0.1 0.1 -0.3 0.4239
C -2.920 3.448 0.763 0.1 -0.1 0.0 -1.7206
C -3.373 2.387 1.734 0.0 0.2 0.0 3.2165
C -4.818 2.655 2.096 0.2 -0.1 0.0 -1.5048
C -5.474 3.805 1.795 0.1 0.1 -0.1 -0.3161
C -4.934 4.867 1.009 0.0 -0.1 0.1 -0.9467
C -3.661 4.613 0.504 0.2 -0.1 0.0 1.0357
H -0.564 4.513 -1.214 0.0 0.0 0.1 0.3930
H -3.311 1.412 1.220 0.2 0.1 0.3 -1.0892
H -5.292 1.900 2.718 0.0 0.0 -0.1 0.2843
H -6.492 3.920 2.164 0.0 0.0 0.0 0.3294
H -5.490 5.768 0.787 0.0 0.0 0.0 0.3116
C -0.018 3.960 -8.822 0.0 0.0 0.0 -1.5130
C -0.089 3.125 -7.571 0.0 0.0 0.0 0.6210
C -0.596 3.645 -6.391 0.0 0.0 0.0 -0.9524
C -0.669 2.892 -5.219 -0.1 0.1 0.1 0.8424
C -1.213 3.545 -3.976 0.0 0.0 -0.1 -1.4195
C -0.219 1.565 -5.252 0.0 -0.1 0.1 1.1913
C -0.244 0.711 -4.034 0.0 -0.1 -0.1 -0.9363
O -0.363 1.111 -2.906 0.0 0.1 0.2 -0.0928
C 0.288 1.014 -6.442 0.1 -0.1 -0.1 1.3262
C 0.819 -0.402 -6.514 0.0 0.1 0.0 -1.6474
C 0.350 1.805 -7.579 0.0 0.0 0.0 -0.9429
H -0.255 5.003 -8.613 0.0 0.0 0.0 0.3496
H -0.726 3.598 -9.572 0.0 0.0 0.0 0.3033
H 0.978 3.916 -9.265 0.0 0.0 0.0 0.3560
H -0.949 4.671 -6.369 0.0 0.0 0.0 0.3199
H -1.770 4.447 -4.234 0.0 0.0 0.0 0.4359
H -0.399 3.831 -3.310 0.0 0.0 0.0 0.0401
H -1.849 2.889 -3.387 0.0 0.0 0.0 0.2690
H -0.123 -0.373 -4.211 0.0 0.0 0.0 0.1939
H 1.662 -0.545 -5.834 0.0 0.0 0.0 0.2842
H 1.164 -0.615 -7.525 0.0 0.0 0.0 0.3532
H 0.057 -1.139 -6.257 0.0 0.0 0.0 0.3432
H 0.757 1.385 -8.494 0.0 0.0 0.0 0.3074
C 2.436 1.555 -0.031 -0.1 0.1 0.2 -0.8461
H 1.742 2.373 0.108 0.0 0.0 -0.1 0.2580
H 2.751 0.973 0.816 -0.1 -0.1 -0.1 0.3916
```
Positions in Å, forces in eV/Å.

Properties
- Highest occupied orbital energy: 0.2 eV
- Frontier orbital gap: 2.45 eV
- Charge: -2
- LUMO level: 2.600 eV

---

[2]
A structure of composition C47H39F2MnN6S4, computed with wB97M-V/def2-TZVPD.

XYZ file:
```
99
Properties=species:S:1:pos:R:3:forces:R:3:mulliken_charge:R:1
Mn -0.455 0.112 0.029 0.4 0.2 0.8 0.1826
N 1.432 0.057 -0.161 0.0 0.0 -0.4 -0.4491
S 2.822 -0.003 0.302 0.1 0.2 0.1 1.4852
N 3.155 -0.663 1.726 0.0 -0.2 0.1 0.1156
S 2.852 0.091 3.083 0.0 0.3 -0.2 1.3224
N 1.414 0.678 3.397 0.0 -0.2 0.0 0.2215
S 0.044 -0.137 3.206 0.3 0.2 0.1 1.8311
N -0.607 -0.164 1.896 -0.5 -0.1 -0.1 -0.4983
C 0.201 -1.781 3.859 0.1 -0.1 0.0 0.2928
C 0.122 -2.037 5.220 0.1 0.0 0.0 -0.4239
C 0.273 -3.342 5.664 0.0 0.0 0.0 -0.8335
C 0.503 -4.364 4.755 0.0 0.0 0.0 -0.6252
C 0.573 -4.093 3.394 0.0 0.0 0.0 -0.6786
C 0.413 -2.797 2.936 0.1 0.0 0.0 -0.2997
C -0.958 0.699 4.414 -0.1 0.0 0.0 0.1184
C -0.444 1.631 5.303 0.0 -0.1 0.0 0.0121
C -1.311 2.261 6.188 0.0 0.0 0.0 -0.8679
C -2.662 1.951 6.180 0.0 0.0 0.0 -0.4660
C -3.163 1.011 5.287 0.0 0.0 0.0 -0.7764
C -2.312 0.382 4.394 0.0 0.0 0.0 -0.7226
C 3.828 1.524 3.159 0.0 0.0 0.0 1.0429
C 5.218 1.307 3.046 0.0 0.0 0.2 -1.2931
C 6.091 2.320 3.370 0.0 0.0 0.1 -0.8015
C 5.619 3.551 3.829 0.0 0.0 0.0 -0.8362
C 4.252 3.749 3.968 -0.1 0.0 0.0 -0.7027
C 3.348 2.750 3.647 0.1 0.1 0.1 -0.2558
C 3.282 -1.074 4.278 0.0 -0.3 0.2 1.2205
C 4.027 -2.229 3.972 -0.1 0.1 0.0 -0.7219
C 4.628 -2.938 4.997 0.0 0.0 0.0 -0.6303
C 4.531 -2.515 6.318 0.0 0.0 -0.1 -0.8207
C 3.829 -1.345 6.612 -0.1 0.0 0.1 -0.6203
C 3.217 -0.619 5.617 -0.1 -0.1 -0.2 -1.2499
C 3.589 1.602 0.231 0.0 0.0 -0.1 -0.6511
C 2.742 2.696 0.309 0.0 0.1 -0.1 0.0901
C 3.283 3.970 0.308 0.0 0.0 0.0 0.1617
C 4.658 4.139 0.218 0.1 0.0 0.0 -0.3716
C 5.495 3.034 0.127 -0.1 0.0 -0.1 -1.2080
C 4.965 1.753 0.135 0.0 0.0 -0.1 -0.3374
C 3.849 -0.992 -0.752 0.0 -0.1 0.0 -0.0710
C 3.937 -0.582 -2.077 0.0 0.0 0.0 -0.5768
C 4.661 -1.351 -2.971 0.0 0.0 0.0 -0.7871
C 5.274 -2.523 -2.541 0.0 0.0 0.0 -0.4796
C 5.167 -2.926 -1.219 0.0 0.0 0.0 -0.7946
C 4.452 -2.158 -0.310 0.0 0.0 0.0 0.0373
H -0.050 -1.235 5.926 0.0 0.0 0.0 0.4465
H 0.218 -3.558 6.722 0.0 0.0 0.0 0.4448
H 0.623 -5.379 5.108 0.0 0.0 0.0 0.4231
H 0.747 -4.894 2.688 0.0 0.0 0.0 0.4698
H 0.461 -2.562 1.881 0.0 0.0 0.0 0.1561
H 0.614 1.850 5.305 0.0 0.0 0.0 0.2301
H -0.924 2.990 6.887 0.0 0.0 0.0 0.4757
H -3.331 2.442 6.874 0.0 0.0 0.0 0.4378
H -4.217 0.769 5.286 0.0 0.0 0.0 0.4337
H -2.687 -0.344 3.683 0.0 0.0 0.0 0.5160
H 5.592 0.346 2.716 0.0 0.0 0.0 0.3869
H 7.156 2.153 3.271 0.0 0.0 0.0 0.4880
H 6.313 4.340 4.084 0.0 0.0 0.0 0.4248
H 3.880 4.703 4.321 0.0 0.0 0.0 0.4986
H 2.284 2.918 3.727 0.0 0.0 0.0 0.3529
H 4.096 -2.570 2.950 0.0 0.0 0.0 0.4041
H 5.176 -3.841 4.760 0.0 0.0 0.0 0.4861
H 5.009 -3.078 7.107 0.0 0.0 0.0 0.4042
H 3.764 -0.997 7.636 0.0 0.0 0.0 0.4880
H 2.698 0.302 5.852 0.0 0.0 0.0 0.2944
H 1.676 2.537 0.381 0.0 0.0 0.0 0.2487
H 2.631 4.831 0.381 0.0 0.0 0.0 0.1026
H 5.077 5.137 0.221 0.0 0.0 0.0 0.5178
H 6.566 3.169 0.060 0.0 0.0 0.0 0.4444
H 5.615 0.889 0.080 0.0 0.0 0.0 0.5611
H 3.448 0.328 -2.402 0.0 0.0 0.0 0.4882
H 4.747 -1.040 -4.003 0.0 0.0 0.0 0.4197
H 5.837 -3.123 -3.243 0.0 0.0 0.0 0.4053
H 5.645 -3.839 -0.890 0.0 0.0 0.0 0.4469
H 4.367 -2.454 0.725 0.0 0.0 0.0 0.4657
F -3.038 0.579 -1.108 -0.1 0.0 0.0 -0.1987
C -2.237 -0.400 -0.669 0.0 0.1 -0.4 0.2353
F -1.274 -0.653 -1.734 -0.3 0.0 -0.1 -0.3307
H -2.805 -1.316 -0.528 0.1 0.0 0.1 0.3701
S -1.091 6.831 -0.196 0.0 0.0 0.0 -0.1441
C -0.990 5.047 -0.163 0.0 0.1 0.0 0.0104
C -0.823 4.328 -1.339 0.0 0.0 0.0 -0.6377
C -0.702 2.952 -1.266 0.1 0.1 0.0 -0.4609
N -0.747 2.287 -0.108 -0.2 -0.1 -0.2 0.2389
C -0.952 2.974 1.020 0.0 0.1 0.0 -0.3333
C -1.079 4.351 1.035 0.0 0.0 0.0 -0.6044
C 0.646 7.166 0.081 0.0 0.0 0.0 0.3582
C 1.514 7.301 -0.991 0.0 0.0 0.0 -0.1639
C 2.853 7.557 -0.725 0.0 0.0 0.0 -0.4167
N 3.350 7.682 0.502 0.0 0.0 0.0 -0.5721
C 2.500 7.570 1.521 0.0 0.0 0.0 -0.3876
C 1.145 7.316 1.367 0.0 0.0 0.0 -0.2165
H -0.776 4.830 -2.294 0.0 0.0 0.0 0.4662
H -0.540 2.363 -2.161 0.0 0.0 0.0 0.5505
H -0.995 2.392 1.932 0.0 0.0 0.0 0.4868
H -1.241 4.872 1.968 0.0 0.0 0.0 0.5534
H 1.159 7.217 -2.009 0.0 0.0 0.0 0.3951
H 3.557 7.666 -1.542 0.0 0.0 0.0 0.3718
H 2.922 7.691 2.512 0.0 0.0 0.0 0.3999
H 0.493 7.250 2.227 0.0 0.0 0.0 0.3846
```
Positions in Å, forces in eV/Å.

Properties
- ⟨S²⟩: 8.8928
- 2S+1: 6
- Highest occupied orbital energy (alpha / beta): -6.7 / -10.9 eV
- Frontier orbital gap (alpha / beta): 3.66 / 8.29 eV
- Charge: +1
- LUMO level (alpha / beta): -3.085 / -2.627 eV

---

Summary of max |F| in eV Å⁻¹
5.83; 0.90
(order as listed above)
Summary of energy above the lowest of the compared OMol25 structures with the same formula, charge and spin in eV
3.0121; 0.3016
(order as listed above)